1.
{"formula": "C44H50BKN13O7S", "method": "the ωB97M-V functional and the def2-TZVPD basis", "elements": ["K", "C", "C", "C", "C", "N", "N", "B", "N", "N", "C", "C", "C", "C", "C", "C", "C", "C", "C", "C", "N", "N", "C", "C", "C", "C", "C", "C", "C", "C", "C", "C", "C", "C", "C", "C", "C", "C", "H", "H", "H", "H", "H", "H", "H", "H", "H", "H", "H", "H", "H", "H", "H", "H", "H", "H", "H", "H", "H", "H", "H", "H", "H", "H", "H", "H", "C", "C", "S", "O", "O", "C", "C", "N", "C", "N", "C", "C", "N", "O", "O", "C", "H", "H", "H", "H", "H", "H", "H", "H", "H", "H", "H", "H", "H", "C", "N", "C", "C", "C", "O", "N", "C", "O", "H", "H", "H", "H", "H", "N", "C", "N", "O", "H", "H", "H", "H"], "xyz": [[0.112, 0.643, 0.236], [-2.048, 5.079, 1.376], [-0.765, 4.327, 1.444], [0.444, 4.652, 0.869], [1.275, 3.552, 1.148], [0.614, 2.641, 1.850], [-0.633, 3.111, 2.030], [-1.718, 2.316, 2.826], [-2.693, 1.498, 1.929], [-2.315, 0.385, 1.270], [-3.372, -0.045, 0.594], [-4.476, 0.796, 0.838], [-4.002, 1.764, 1.693], [-4.774, 2.890, 2.302], [-3.313, -1.236, -0.273], [-4.489, -1.781, -0.791], [-4.463, -2.893, -1.618], [-3.252, -3.484, -1.953], [-2.074, -2.952, -1.446], [-2.102, -1.845, -0.609], [-1.020, 1.399, 3.851], [-0.103, 0.492, 3.483], [0.354, -0.061, 4.595], [-0.299, 0.486, 5.722], [-1.167, 1.418, 5.200], [-2.114, 2.320, 5.922], [1.448, -1.037, 4.538], [1.755, -1.844, 5.635], [2.789, -2.770, 5.571], [3.536, -2.902, 4.409], [3.240, -2.100, 3.313], [2.210, -1.177, 3.374], [2.656, 3.271, 0.732], [3.218, 3.908, -0.375], [4.508, 3.611, -0.787], [5.261, 2.669, -0.098], [4.711, 2.030, 1.006], [3.422, 2.328, 1.420], [-1.858, 6.097, 1.040], [-2.708, 4.590, 0.655], [-2.547, 5.116, 2.345], [0.677, 5.551, 0.322], [-2.390, 3.118, 3.417], [-5.478, 0.727, 0.449], [-5.825, 2.780, 2.036], [-4.693, 2.891, 3.390], [-4.431, 3.860, 1.944], [-5.440, -1.331, -0.534], [-5.392, -3.297, -2.004], [-3.227, -4.347, -2.608], [-1.115, -3.383, -1.718], [-1.173, -1.494, -0.197], [-0.144, 0.265, 6.765], [-2.057, 2.117, 6.992], [-1.871, 3.370, 5.754], [-3.143, 2.163, 5.595], [1.168, -1.754, 6.541], [3.009, -3.389, 6.433], [4.342, -3.624, 4.358], [3.816, -2.195, 2.400], [1.969, -0.563, 2.517], [2.623, 4.621, -0.934], [4.917, 4.092, -1.666], [6.262, 2.424, -0.430], [5.288, 1.288, 1.545], [2.987, 1.832, 2.279], [-1.515, -3.273, -5.304], [-0.176, -2.548, -5.310], [1.073, -3.561, -4.560], [1.349, -4.709, -5.398], [0.700, -3.813, -3.186], [2.510, -2.485, -4.602], [3.500, -2.704, -3.446], [3.365, -1.675, -2.422], [2.751, -1.824, -1.222], [2.426, -0.653, -0.693], [2.874, 0.296, -1.550], [3.464, -0.304, -2.620], [4.090, 0.316, -3.718], [4.607, -0.394, -4.582], [4.092, 1.533, -3.756], [2.509, -3.130, -0.558], [-2.271, -2.642, -5.770], [-1.829, -3.467, -4.280], [-1.461, -4.217, -5.847], [-0.193, -1.638, -4.699], [0.178, -2.329, -6.319], [2.125, -1.465, -4.577], [2.974, -2.669, -5.568], [4.510, -2.666, -3.841], [3.345, -3.669, -2.967], [2.749, 1.354, -1.380], [1.821, -3.744, -1.135], [2.057, -2.927, 0.410], [3.447, -3.673, -0.426], [-3.241, 3.702, -3.014], [-2.157, 2.760, -3.197], [-1.855, 2.230, -4.413], [-0.895, 1.304, -4.556], [-0.174, 0.848, -3.367], [0.713, -0.025, -3.467], [-0.518, 1.380, -2.169], [-1.481, 2.309, -2.041], [-1.832, 2.795, -0.963], [-3.593, 4.028, -3.992], [-2.896, 4.562, -2.443], [-4.063, 3.245, -2.460], [-2.431, 2.612, -5.248], [-0.642, 0.897, -5.523], [-0.895, -4.819, 1.406], [-0.347, -3.710, 2.035], [-0.178, -3.854, 3.388], [-0.058, -2.704, 1.419], [-1.536, -5.366, 1.959], [-1.253, -4.589, 0.489], [-0.034, -4.782, 3.746], [0.368, -3.127, 3.826]], "forces_ev_per_angstrom": [[0.250, -0.377, 0.351], [0.011, -0.060, 0.024], [0.040, -0.010, -0.063], [0.031, -0.012, 0.036], [-0.129, 0.013, -0.008], [0.208, 0.225, 0.131], [-0.140, 0.089, -0.032], [0.025, -0.004, 0.066], [-0.100, 0.095, 0.058], [-0.105, 0.017, -0.164], [-0.046, 0.091, 0.112], [0.003, -0.058, -0.028], [-0.012, -0.067, -0.001], [0.047, -0.009, 0.002], [0.031, -0.001, 0.003], [0.000, 0.000, 0.012], [0.031, -0.001, 0.006], [-0.035, -0.008, 0.031], [0.094, -0.012, -0.006], [-0.214, -0.034, -0.111], [-0.095, 0.036, 0.042], [0.022, -0.108, -0.058], [-0.047, 0.133, 0.032], [0.035, -0.029, 0.014], [0.056, -0.038, -0.002], [0.016, 0.000, -0.048], [0.031, -0.054, -0.039], [-0.028, -0.015, -0.014], [0.010, 0.007, -0.016], [-0.019, -0.008, 0.028], [0.001, -0.005, -0.013], [-0.043, -0.036, 0.023], [0.083, 0.087, -0.024], [-0.027, -0.006, 0.005], [0.015, -0.056, 0.005], [-0.028, 0.011, -0.028], [0.016, -0.022, -0.017], [-0.026, -0.015, 0.035], [-0.004, 0.005, -0.011], [-0.019, 0.011, 0.007], [-0.005, 0.011, -0.001], [-0.007, -0.001, -0.004], [0.005, -0.018, 0.011], [0.001, -0.001, 0.000], [-0.004, -0.002, -0.004], [-0.006, 0.007, 0.003], [-0.009, 0.012, 0.016], [0.000, 0.006, 0.003], [-0.005, -0.003, 0.002], [-0.002, -0.014, 0.016], [-0.065, 0.015, 0.013], [-0.045, 0.033, 0.019], [-0.007, -0.001, 0.000], [-0.002, 0.000, 0.006], [-0.017, 0.003, 0.008], [-0.005, 0.010, 0.005], [-0.003, 0.005, 0.001], [0.000, 0.001, 0.003], [0.002, 0.000, -0.003], [-0.003, 0.009, -0.017], [0.017, -0.008, -0.019], [-0.007, 0.000, -0.001], [0.000, 0.013, -0.007], [0.006, 0.001, 0.006], [-0.011, -0.001, 0.008], [-0.001, 0.001, -0.004], [0.032, -0.015, -0.012], [-0.097, -0.033, 0.184], [0.235, 0.006, -0.029], [-0.050, 0.038, -0.040], [0.041, 0.021, 0.092], [-0.034, 0.030, 0.094], [0.009, -0.065, -0.102], [0.000, -0.008, -0.181], [-0.287, 0.239, -0.140], [0.389, -0.034, 0.267], [0.007, 0.036, -0.018], [-0.005, -0.038, 0.252], [0.001, 0.090, -0.194], [-0.020, -0.030, 0.056], [-0.008, -0.036, 0.056], [-0.061, 0.040, -0.009], [0.008, 0.009, -0.006], [0.003, -0.003, -0.038], [0.004, 0.008, 0.000], [0.047, -0.008, -0.131], [0.003, 0.055, 0.021], [-0.074, 0.019, 0.037], [0.060, -0.001, -0.009], [0.004, -0.062, -0.006], [-0.026, 0.020, 0.048], [0.051, 0.017, 0.007], [-0.028, -0.055, -0.057], [0.026, -0.022, -0.010], [-0.005, -0.021, 0.011], [0.010, 0.017, 0.009], [0.020, -0.071, 0.036], [0.017, 0.015, -0.019], [0.032, 0.005, -0.021], [-0.169, 0.006, -0.058], [-0.114, -0.076, -0.067], [0.180, -0.017, -0.444], [-0.194, 0.057, 0.035], [0.099, -0.073, -0.040], [-0.005, -0.011, -0.001], [0.001, 0.007, -0.006], [-0.001, 0.006, 0.004], [-0.001, -0.004, 0.000], [0.000, 0.015, -0.002], [0.000, 0.020, 0.016], [-0.203, -0.028, -0.189], [0.054, 0.021, 0.040], [0.250, 0.017, 0.154], [-0.002, -0.009, -0.004], [-0.001, 0.003, -0.005], [-0.003, 0.004, 0.008], [0.039, 0.041, 0.012]], "mulliken_charge": [2.17, -1.55, 1.03, -1.39, -0.15, -0.97, 1.42, -0.87, 1.27, -0.33, 0.30, -1.73, 0.84, -1.42, 0.85, -0.73, -0.96, -1.09, -0.98, 0.83, -0.40, 0.78, -0.02, -1.49, 0.56, -1.45, -0.01, -0.41, -0.75, -0.57, -0.91, 1.03, 0.71, -0.51, -0.63, -0.42, -0.69, 0.02, 0.47, 0.08, 0.27, 0.45, -0.23, 0.35, 0.42, 0.18, 0.16, 0.36, 0.38, 0.60, 1.03, -0.39, 0.42, 0.38, 0.23, 0.21, 0.34, 0.37, 0.41, 0.47, 0.35, 0.29, 0.36, 0.40, 0.42, 0.53, -1.21, 0.31, 1.13, -0.77, -0.62, -0.35, -1.28, 0.42, 0.79, -0.33, 0.00, -1.11, 1.16, -0.72, -0.66, -0.69, 0.41, 0.09, 0.37, -0.35, 0.53, 0.26, 0.49, 0.33, 0.62, 0.70, 0.20, -0.56, 0.43, -0.84, 0.23, 0.12, -1.29, -0.41, -0.12, 0.46, -0.65, -0.44, 0.33, 0.22, 0.24, 0.33, 0.45, -0.50, 0.30, -0.41, -0.09, 0.23, 0.23, 0.22, 0.08], "relative_energy_ev": 0.531, "charge": -1}



2.
{"formula": "C44H50Cl2N9O9PV", "method": "the ωB97M-V functional and the def2-TZVPD basis", "elements": ["V", "O", "C", "O", "C", "C", "C", "N", "C", "C", "C", "O", "O", "H", "H", "H", "N", "C", "C", "N", "H", "H", "H", "H", "H", "H", "H", "H", "O", "C", "N", "C", "C", "O", "N", "C", "C", "C", "C", "C", "C", "C", "C", "C", "C", "C", "C", "H", "H", "H", "H", "H", "H", "H", "H", "H", "H", "H", "Cl", "C", "C", "C", "C", "C", "Cl", "C", "N", "C", "C", "C", "C", "C", "C", "C", "C", "O", "O", "H", "H", "H", "H", "H", "H", "H", "H", "H", "H", "C", "N", "C", "P", "O", "N", "C", "C", "N", "C", "C", "H", "H", "H", "H", "H", "H", "H", "H", "H", "H", "H", "H", "H", "H", "H", "H", "H", "H"], "xyz": [[-0.153, 0.748, 0.423], [-1.495, 2.451, 7.052], [-0.434, 2.701, 6.454], [0.611, 3.267, 6.812], [-0.418, 2.215, 4.962], [-1.465, 1.457, 4.456], [-1.424, 1.006, 3.151], [-0.403, 1.288, 2.333], [0.602, 2.045, 2.813], [0.643, 2.510, 4.112], [1.612, 2.384, 1.746], [2.543, 3.133, 1.945], [1.305, 1.843, 0.597], [-2.296, 1.226, 5.109], [-2.208, 0.382, 2.748], [1.487, 3.085, 4.467], [-2.027, -0.522, -0.104], [-3.182, -1.217, 0.480], [-2.752, -2.505, 1.175], [-1.947, -2.242, 2.356], [-2.351, 0.163, -0.779], [-1.463, -1.205, -0.616], [-3.907, -1.490, -0.296], [-3.683, -0.549, 1.186], [-2.236, -3.127, 0.426], [-3.649, -3.047, 1.482], [-1.041, -1.874, 2.080], [-1.771, -3.095, 2.871], [0.185, 2.594, -2.554], [0.255, 1.382, -2.678], [0.550, 0.776, -3.885], [0.756, -0.643, -3.721], [0.213, -0.792, -2.274], [-0.076, -1.876, -1.783], [0.067, 0.425, -1.706], [-0.024, -1.432, -4.766], [-1.299, -1.935, -4.526], [-1.967, -2.663, -5.501], [-1.376, -2.889, -6.734], [-0.120, -2.363, -6.996], [0.549, -1.644, -6.018], [2.221, -1.063, -3.641], [2.539, -2.419, -3.668], [3.853, -2.834, -3.525], [4.864, -1.901, -3.343], [4.550, -0.553, -3.308], [3.235, -0.134, -3.455], [0.977, 1.304, -4.626], [-1.768, -1.782, -3.565], [-2.947, -3.070, -5.287], [-1.888, -3.479, -7.484], [0.345, -2.532, -7.959], [1.539, -1.253, -6.225], [1.748, -3.149, -3.788], [4.085, -3.892, -3.548], [5.887, -2.226, -3.202], [5.330, 0.182, -3.153], [3.008, 0.922, -3.392], [1.241, -0.845, 4.890], [0.738, -2.506, 4.768], [-0.385, -2.908, 5.457], [-0.842, -4.211, 5.332], [-0.156, -5.092, 4.516], [0.992, -4.693, 3.851], [1.796, -5.906, 2.896], [1.491, -3.378, 3.948], [2.641, -2.882, 3.390], [3.494, -3.382, 2.358], [4.765, -3.806, 2.722], [5.693, -4.153, 1.755], [5.351, -4.051, 0.415], [4.080, -3.636, 0.053], [3.127, -3.311, 1.012], [1.751, -2.889, 0.598], [1.631, -1.369, 0.422], [2.468, -0.745, -0.198], [0.573, -0.843, 0.987], [-0.906, -2.192, 6.078], [-1.725, -4.533, 5.866], [-0.498, -6.111, 4.395], [2.770, -1.900, 3.582], [5.017, -3.848, 3.774], [6.681, -4.487, 2.048], [6.079, -4.295, -0.349], [3.813, -3.541, -0.991], [0.989, -3.204, 1.310], [1.503, -3.309, -0.377], [-1.418, 6.205, -0.100], [-0.979, 4.839, -0.317], [0.423, 4.717, -0.707], [-2.068, 3.611, -0.463], [-1.534, 2.262, -0.129], [-3.290, 3.941, 0.636], [-2.889, 3.951, 2.039], [-4.497, 4.694, 0.362], [-2.906, 3.712, -1.916], [-3.497, 2.453, -2.357], [-2.402, 4.550, -3.000], [-1.002, 6.591, 0.835], [-2.505, 6.262, -0.047], [-1.077, 6.853, -0.914], [1.071, 5.024, 0.116], [0.633, 5.348, -1.578], [0.649, 3.692, -0.967], [-1.953, 3.411, 2.157], [-3.648, 3.463, 2.655], [-2.751, 4.973, 2.413], [-4.637, 4.783, -0.712], [-4.460, 5.698, 0.806], [-5.363, 4.176, 0.786], [-3.903, 1.928, -1.490], [-2.768, 1.808, -2.859], [-4.317, 2.661, -3.049], [-2.100, 5.520, -2.605], [-3.214, 4.712, -3.713], [-1.556, 4.097, -3.517]], "forces_ev_per_angstrom": [[-1.874, 0.662, -1.703], [0.014, 0.003, 0.072], [0.012, -0.046, -0.401], [-0.041, -0.006, 0.068], [-0.001, 0.036, 0.290], [-0.018, 0.014, -0.008], [0.135, -0.088, 0.067], [-0.419, 0.371, 1.571], [-0.038, -0.005, -0.076], [-0.010, -0.048, -0.117], [0.156, 0.498, 0.510], [-0.102, -0.204, -0.065], [0.911, 0.704, -0.479], [0.007, 0.011, 0.000], [-0.028, -0.066, -0.049], [-0.037, 0.060, -0.001], [0.036, 0.072, -0.034], [0.025, -0.163, 0.283], [-0.008, 0.107, -0.107], [0.085, 0.119, -0.018], [0.017, -0.028, -0.047], [-0.075, -0.012, -0.117], [0.028, 0.074, -0.029], [-0.002, -0.061, 0.055], [-0.043, -0.022, -0.008], [-0.029, 0.013, -0.022], [0.060, 0.067, 0.040], [-0.003, -0.040, 0.070], [-0.272, -0.191, -0.206], [0.471, 0.139, -0.300], [-0.043, -0.165, 0.020], [-0.129, 0.007, 0.134], [-0.321, 0.010, -0.339], [0.211, -0.030, 0.047], [-0.048, -0.245, -0.057], [0.033, -0.122, 0.055], [0.056, 0.046, 0.001], [-0.022, 0.010, -0.010], [-0.025, -0.019, -0.011], [-0.016, -0.018, -0.051], [0.017, 0.045, -0.002], [0.090, -0.011, -0.085], [-0.010, 0.018, 0.019], [-0.043, -0.057, -0.036], [0.014, 0.048, 0.030], [0.075, -0.012, -0.014], [-0.047, 0.003, -0.002], [0.013, 0.099, 0.051], [0.021, -0.021, 0.068], [-0.003, 0.019, 0.004], [-0.006, 0.027, -0.008], [0.024, 0.030, 0.012], [0.019, -0.041, 0.033], [0.008, -0.010, -0.005], [0.005, 0.004, 0.009], [0.008, 0.004, -0.041], [-0.015, -0.002, 0.031], [-0.036, -0.015, 0.022], [-0.046, -0.092, 0.096], [-0.053, 0.009, -0.095], [-0.027, 0.095, -0.011], [-0.048, -0.079, 0.011], [-0.053, 0.094, 0.083], [0.077, 0.292, -0.033], [0.130, 0.036, -0.077], [-0.031, -0.201, 0.019], [-0.044, -0.015, -0.072], [0.026, -0.001, -0.041], [-0.019, 0.011, -0.019], [0.018, 0.004, 0.037], [0.052, -0.040, -0.048], [-0.045, -0.045, 0.017], [0.038, -0.145, 0.113], [-0.192, 0.442, 0.152], [0.667, -0.452, -0.199], [-0.160, -0.189, 0.079], [0.482, -1.235, 0.405], [0.013, 0.030, -0.033], [-0.004, 0.004, -0.019], [0.043, -0.022, -0.012], [0.037, 0.003, -0.017], [-0.023, -0.004, 0.001], [0.003, 0.015, -0.012], [-0.019, 0.005, -0.013], [-0.008, -0.018, 0.013], [0.034, -0.140, 0.007], [-0.020, -0.040, -0.042], [-0.074, -0.032, 0.187], [-0.062, -0.351, -0.334], [0.166, 0.044, 0.251], [-1.118, 0.861, 0.502], [0.480, -0.147, -0.191], [0.367, 0.123, -0.239], [-0.044, -0.091, 0.008], [0.001, -0.139, 0.024], [0.697, -0.388, 0.260], [-0.082, 0.131, 0.031], [-0.042, -0.021, 0.079], [-0.009, 0.027, -0.026], [0.050, 0.055, 0.030], [-0.019, -0.027, -0.038], [-0.047, 0.073, 0.052], [-0.045, -0.022, -0.019], [0.069, 0.064, 0.112], [-0.028, 0.017, 0.087], [0.034, -0.007, 0.001], [-0.008, 0.006, -0.046], [-0.050, 0.032, -0.017], [0.009, -0.011, -0.003], [0.008, 0.043, 0.018], [-0.029, -0.044, -0.074], [0.036, -0.020, -0.010], [0.006, -0.016, 0.018], [0.019, -0.028, -0.063], [0.010, 0.023, 0.024], [0.088, -0.048, -0.031]], "mulliken_spin": [1.92, 0.00, 0.00, 0.00, 0.01, 0.00, 0.06, -0.08, 0.02, 0.00, 0.03, 0.00, 0.02, 0.00, -0.01, 0.00, 0.00, 0.01, 0.00, 0.00, 0.01, 0.00, 0.00, 0.00, 0.00, 0.00, 0.02, 0.00, 0.00, 0.03, 0.00, 0.00, 0.00, 0.01, 0.02, 0.00, 0.00, 0.00, 0.00, 0.00, 0.00, 0.00, 0.00, 0.00, 0.00, 0.00, 0.00, 0.00, 0.00, 0.00, 0.00, 0.00, 0.00, 0.00, 0.00, 0.00, 0.00, 0.00, 0.00, 0.00, 0.00, 0.00, 0.00, 0.00, 0.00, 0.00, 0.00, 0.00, 0.00, 0.00, 0.00, 0.00, 0.00, 0.00, -0.03, 0.00, -0.03, 0.00, 0.00, 0.00, 0.00, 0.00, 0.00, 0.00, 0.00, 0.00, 0.00, 0.00, 0.00, 0.00, 0.01, -0.04, 0.00, 0.00, 0.00, 0.00, 0.00, 0.00, 0.00, 0.00, 0.00, 0.00, 0.00, 0.01, 0.00, 0.00, 0.00, 0.00, 0.00, 0.00, 0.00, 0.00, 0.00, 0.00, 0.00, 0.00], "multiplicity": 3, "charge": -1}



no.,E (eV)
1,-107987.103
2,-138311.119